1.
Density functional theory data (ωB97M-V/def2-TZVPD) for a molecular structure, C22H34F12Na3O30S4.

Computed properties:
- Frontier orbital gap: 8.44 eV
- LUMO energy: 1.61 eV
- M: 1203.7 g/mol
- HOMO energy: -0.251 Eh
- ΔE to the lowest compared entry with this formula, charge and spin: 1.442 eV
- Calculated total energy: -6394.3931 a.u.
- Net charge: -1

Each line ends with the Mulliken charge.
Atoms and positions in Å:
Na (-1.127, 2.365, -3.065)  1.01
Na (2.754, 2.844, 0.202)  0.98
Na (-0.868, 3.325, 2.680)  1.11
C (-3.140, 6.258, -0.652)  0.46
F (-3.453, 6.730, 0.545)  -0.22
F (-4.162, 5.556, -1.146)  -0.24
F (-2.909, 7.250, -1.514)  -0.21
S (-1.520, 5.243, -0.554)  0.79
O (-1.641, 4.241, -1.593)  -0.57
O (-0.495, 6.247, -0.769)  -0.58
O (-1.452, 4.650, 0.793)  -0.68
C (3.217, 4.015, -4.862)  0.49
F (3.114, 5.117, -5.591)  -0.23
F (2.861, 2.970, -5.625)  -0.23
F (4.512, 3.904, -4.511)  -0.24
S (2.173, 4.026, -3.291)  0.97
O (1.789, 5.411, -3.232)  -0.68
O (1.031, 3.143, -3.487)  -0.65
O (3.086, 3.651, -2.209)  -0.71
C (2.680, 0.622, 4.683)  0.44
F (3.938, 0.583, 5.085)  -0.27
F (2.443, -0.433, 3.882)  -0.16
F (1.868, 0.466, 5.725)  -0.23
S (2.330, 2.185, 3.695)  0.99
O (2.661, 1.724, 2.354)  -0.66
O (0.909, 2.469, 3.866)  -0.66
O (3.217, 3.215, 4.194)  -0.66
C (0.699, -0.529, 0.461)  -0.09
F (0.444, -1.551, -0.353)  -0.04
F (0.130, -0.723, 1.628)  -0.06
F (2.012, -0.430, 0.633)  -0.15
S (0.016, 1.070, -0.316)  0.90
O (-0.992, 0.715, -1.324)  -0.61
O (-0.623, 1.812, 0.775)  0.11
O (1.090, 1.831, -0.925)  -0.40
C (3.713, -2.816, 1.948)  -0.06
C (4.156, -3.109, 0.535)  0.26
O (3.714, -4.452, 0.343)  -0.36
C (2.756, -4.714, 1.266)  0.63
O (1.938, -5.571, 1.134)  -0.55
O (2.611, -3.701, 2.137)  -0.30
H (3.442, -1.783, 2.152)  -0.09
H (4.523, -3.010, 2.659)  0.32
H (5.215, -2.851, 0.489)  0.36
H (3.664, -2.468, -0.198)  -0.17
C (0.773, -2.116, -4.590)  -0.32
O (0.110, -0.853, -4.570)  -0.27
C (-1.122, -0.684, -4.142)  0.97
O (-1.733, 0.337, -4.358)  -0.79
O (-1.553, -1.712, -3.400)  -0.21
C (-2.768, -1.539, -2.677)  -0.56
H (0.302, -2.718, -5.370)  0.37
H (0.702, -2.695, -3.671)  -0.03
H (1.810, -1.933, -4.847)  0.18
H (-2.521, -1.790, -1.646)  0.13
H (-3.577, -2.157, -3.064)  0.34
H (-3.139, -0.517, -2.644)  0.26
C (-5.485, 2.803, 4.235)  -0.74
O (-5.384, 3.000, 2.839)  -0.39
C (-4.272, 2.612, 2.239)  0.70
O (-3.180, 2.432, 2.753)  -0.43
O (-4.527, 2.405, 0.974)  -0.43
C (-3.498, 2.081, 0.039)  0.03
H (-6.251, 3.487, 4.593)  0.31
H (-4.564, 3.021, 4.766)  0.30
H (-5.708, 1.756, 4.439)  0.33
H (-2.615, 2.637, 0.346)  -0.13
H (-3.723, 2.412, -0.972)  0.23
H (-3.324, 1.007, 0.040)  0.30
C (2.814, -0.584, -2.433)  -0.78
O (3.830, -1.108, -3.281)  -0.34
C (4.434, -0.234, -4.079)  0.69
O (4.311, 0.948, -4.110)  -0.48
O (5.289, -0.920, -4.823)  -0.39
C (6.026, -0.201, -5.813)  -0.67
H (2.018, -0.057, -2.957)  0.51
H (3.232, 0.032, -1.638)  0.57
H (2.325, -1.434, -1.954)  -0.07
H (6.530, 0.628, -5.321)  0.32
H (5.415, 0.201, -6.620)  0.29
H (6.699, -0.944, -6.229)  0.22
C (-1.203, -0.642, 4.944)  -0.56
O (-2.399, 0.074, 5.118)  -0.24
C (-2.604, 0.569, 6.344)  0.74
O (-1.749, 0.697, 7.167)  -0.54
O (-3.842, 1.005, 6.425)  -0.30
C (-4.141, 1.849, 7.519)  -0.81
H (-0.324, 0.000, 4.999)  0.18
H (-1.070, -1.228, 4.036)  0.16
H (-1.150, -1.381, 5.751)  0.42
H (-3.540, 2.758, 7.448)  0.35
H (-3.961, 1.353, 8.472)  0.35
H (-5.180, 2.172, 7.525)  0.24
C (-2.285, -8.929, -1.495)  -0.71
O (-1.280, -7.951, -1.369)  -0.34
C (-1.597, -6.662, -1.448)  0.81
O (-2.736, -6.278, -1.521)  -0.59
O (-0.496, -5.978, -1.172)  -0.23
C (-0.635, -4.575, -1.258)  -0.57
H (-3.240, -8.490, -1.196)  0.34
H (-2.105, -9.704, -0.750)  0.25
H (-2.402, -9.375, -2.480)  0.26
H (-0.295, -4.092, -2.176)  0.18
H (-0.105, -4.062, -0.456)  0.17
H (-1.664, -4.233, -1.129)  0.35

Cartesian forces, eV/Å:
Na 0.4935 0.3283 0.2418
Na -0.1231 0.1369 -0.3887
Na -0.2110 -0.2946 -0.6195
C 1.5921 -0.9418 -0.6220
F -0.3343 0.3221 0.1024
F -0.2783 -0.2105 0.3126
F -0.2891 0.3245 0.3119
S 1.5773 0.5623 0.6623
O -0.5548 -0.2815 -0.3984
O -0.9783 -0.4881 0.1258
O -0.7498 0.3442 -0.2660
C 0.1482 -0.9376 0.8846
F -0.3129 0.1468 -0.0659
F 0.3073 0.1422 -0.1863
F -0.1882 -0.1439 -0.3570
S -0.6801 1.4979 1.0545
O 0.1276 0.2098 -0.2031
O 0.5691 -0.5387 -0.5188
O -0.1335 -0.6254 -0.3204
C -0.8403 0.2156 -0.6051
F 0.2330 -0.0560 0.1085
F 0.2277 -0.1517 -0.0210
F 0.1630 0.3495 0.3720
S 0.3497 1.0400 -0.0998
O 0.0605 0.0983 -0.4772
O 0.1675 -0.3744 0.1856
O -0.4235 -0.7586 0.1249
C -0.4510 1.3384 -0.6829
F 0.0128 -0.4334 -0.0005
F -0.1961 -0.3459 0.3131
F 0.2777 -0.1475 -0.0665
S -2.2899 2.7546 0.0576
O 0.6515 -1.0714 0.2476
O 1.2072 -1.3531 0.1463
O 0.8926 -1.1325 0.5027
C 0.3890 0.6493 0.5404
C -0.2883 1.2894 0.2617
O 1.0617 -0.1232 0.3294
C -1.9589 0.6021 -1.4276
O 0.6632 -0.6091 0.4917
O 0.6945 0.0509 0.4829
H -0.4333 -0.0802 -0.3008
H -0.1552 -0.5165 0.0698
H 0.2077 -1.0717 -0.4494
H -0.1894 -0.1253 -0.0106
C -0.5045 -0.6539 -0.3373
O 0.5308 0.2947 -0.2884
C -0.2420 0.0204 0.7761
O 0.0519 -0.0651 0.1034
O 0.0045 0.2331 -0.6046
C -0.4482 0.2508 0.8871
H 0.1448 -0.0577 -0.0734
H -0.0086 0.4006 0.2345
H -0.0060 0.1574 0.0611
H -0.1866 -0.2429 -0.0699
H 0.3114 -0.2858 -0.1391
H 0.4030 0.1416 -0.3599
C 0.3338 -0.0344 0.6078
O -0.3554 0.1696 -0.1685
C 1.6860 -0.6675 -0.3564
O -0.5333 0.4264 0.3494
O -1.6666 0.2957 -0.8652
C 1.2143 0.3029 0.5318
H -0.1613 -0.2103 -0.0802
H 0.2520 0.1523 -0.2015
H -0.2726 0.0591 0.0344
H 0.0887 -0.4469 -0.2001
H -0.7336 0.1377 0.2419
H 0.0937 0.0255 0.1372
C -0.5660 -0.0814 0.6166
O -0.4944 -0.3176 0.1128
C 0.6142 -0.0355 0.0005
O -0.5126 0.7825 0.1562
O 0.0989 -0.9159 -0.7140
C 0.0143 0.1589 0.3148
H 0.3876 0.3436 -0.2221
H 0.0576 0.2242 -0.2592
H 0.3023 -0.2002 -0.1245
H 0.2642 -0.0049 -0.1931
H -0.3415 -0.0599 0.1914
H 0.2455 0.1465 0.0587
C 1.6777 -0.8682 1.0630
O -1.3280 -0.1020 -0.5861
C 1.2869 0.3086 -1.1808
O 0.2389 -0.1268 0.9758
O -1.4692 -0.0381 -0.3773
C 0.3044 0.5930 0.7812
H -0.2292 0.1514 0.1873
H -1.1136 0.4854 -0.4165
H 0.2978 0.1359 0.0214
H 0.1601 -0.1138 0.1735
H 0.2287 -0.0086 -0.0613
H -0.1208 -0.4303 -0.5900
C -1.3809 0.0949 0.9625
O 1.2893 -0.6895 -0.6681
C -1.0369 -0.8350 1.5834
O 0.2430 0.6775 -0.7133
O 0.0972 0.5123 -0.8197
C -0.4757 1.9188 0.5583
H -0.0215 0.0187 -0.2833
H 0.4368 -0.0526 -0.1921
H 0.4233 0.2513 -0.1802
H 0.1894 -0.7679 -0.3079
H 0.3585 -0.6496 0.1496
H -0.1373 -0.4995 -0.0805

2.
Density functional theory data (ωB97M-V/def2-TZVPD) for a molecular structure, C3H2O2Yb.

Computed properties:
- Frontier orbital gap (spin up / spin down): 7.56 / 8.24 eV
- LUMO energy (spin up / spin down): -5.46 / -5.47 eV
- M: 243.1 g/mol
- HOMO energy (spin up / spin down): -0.478 / -0.504 Eh
- ΔE to the lowest compared entry with this formula, charge and spin: 1.848 eV
- 2S+1: 2
- Calculated total energy: -1424.2541 a.u.
- Net charge: +1
- ⟨S²⟩: 0.76

Each line ends with the natural charge from an NBO analysis.
Atoms and positions in Å:
O (0.612, -1.051, -1.137)  -0.82
C (0.433, -0.696, 0.155)  0.18
C (0.402, 0.685, 0.571)  0.02
O (-0.491, 1.248, -0.351)  -0.64
C (-1.181, 0.142, 0.527)  -0.03
Yb (-1.296, -0.196, -2.065)  1.82
H (0.659, -1.427, 0.949)  0.21
H (0.863, 1.294, 1.351)  0.27

Cartesian forces, eV/Å:
O -1.9771 0.8425 1.9489
C 2.2788 -0.9721 -1.0573
C -2.6749 -1.0252 -0.5602
O -0.5964 0.1312 0.1708
C 2.3611 1.4392 -0.9985
Yb 1.0552 -0.0921 1.0864
H -0.1004 0.0864 -0.4913
H -0.3464 -0.4099 -0.0989

3.
Density functional theory data (ωB97M-V/def2-TZVPD) for a single C4H9NS molecule.

Computed properties:
- Frontier orbital gap: 9.02 eV
- LUMO energy: 0.77 eV
- M: 103.2 g/mol
- HOMO energy: -0.303 Eh
- ΔE to the lowest compared entry with this formula, charge and spin: 0.827 eV
- Calculated total energy: -610.7233 a.u.
- Structure (SMILES): CCNC(C)=S

Each line ends with the natural charge from an NBO analysis.
Atoms and positions in Å:
C (-2.347, -0.276, 0.652)  -0.62
C (-1.651, 0.013, -0.593)  -0.23
N (-0.479, 0.845, -0.376)  -0.56
C (0.707, 0.332, -0.054)  0.17
C (1.563, 1.431, 0.273)  -0.69
S (1.277, -1.272, -0.019)  -0.22
H (-3.218, -0.920, 0.437)  0.22
H (-2.638, 0.572, 1.243)  0.20
H (-1.628, -0.851, 1.207)  0.22
H (-2.463, 0.530, -1.252)  0.19
H (-1.433, -0.901, -1.149)  0.23
H (-0.724, 1.781, -0.412)  0.40
H (1.267, 2.492, 0.023)  0.20
H (2.517, 1.266, -0.197)  0.25
H (1.605, 1.461, 1.365)  0.25

Cartesian forces, eV/Å:
C -0.5365 -1.7884 1.0986
C -1.8844 1.2257 -2.8963
N -1.6668 -3.9639 -0.8214
C -0.7458 -0.6039 -0.8639
C 1.9520 2.6582 0.9766
S -1.1588 1.4961 -0.0716
H 0.2462 0.3244 0.3076
H -0.2053 0.5574 0.0714
H 0.0169 -0.4658 0.8979
H 1.8785 -0.2371 0.6087
H 0.4784 0.1011 0.2526
H 0.5289 2.0938 0.2219
H -0.2690 -1.2594 -0.2065
H 0.6763 0.0146 0.4027
H 0.6893 -0.1528 0.0216